1.
Here is a molecular structure, C14H20BErN7OS2 at a distorted geometry from the Open Molecules 2025 dataset. Energies are from wB97M-V/def2-TZVPD.

Geometry as ORCA input:
```
! RIJCOSX wB97M-V def2-TZVPD def2/J DEFGRID3
* xyz 1 4
C 3.986 9.644 12.049
C 7.099 6.096 12.947
C 6.884 10.222 15.130
S 6.727 6.621 11.361
C 12.706 6.015 9.954
C 7.675 7.598 6.759
S 7.863 10.631 12.262
H 9.782 6.402 14.903
H 13.013 7.027 7.984
H 6.988 11.276 15.439
H 7.066 7.313 5.935
C 6.723 5.030 15.109
H 6.022 4.489 15.711
C 8.949 8.076 6.760
H 6.324 7.341 8.576
H 3.567 9.450 11.057
C 8.793 6.065 14.686
H 5.270 5.108 13.514
H 6.661 9.514 15.997
H 11.540 5.816 11.787
H 5.631 10.089 10.872
H 8.204 5.327 16.651
C 6.290 5.400 13.825
H 13.525 5.327 9.960
H 3.784 8.766 12.668
N 5.891 10.012 14.047
H 7.868 9.922 14.799
N 10.913 7.239 10.406
H 10.344 9.706 9.537
C 8.004 5.375 15.574
N 8.324 6.438 13.502
N 8.284 8.126 8.871
N 5.350 10.011 11.805
H 4.936 9.929 14.221
O 9.176 7.171 12.792
C 12.460 6.921 8.899
H 3.359 10.419 12.459
Er 8.955 8.339 11.065
H 11.268 9.489 7.779
N 11.409 7.698 9.263
C 7.280 7.639 8.120
N 9.332 8.381 8.013
H 9.621 8.300 5.927
C 6.246 10.195 12.773
C 11.712 6.282 10.838
B 10.608 8.911 8.576
*
```

## Properties
LUMO (alpha / beta) ... -2.7 / -2.7 eV
Molecular weight ... 544.568 g/mol
Energy ... -2840.24746 Ha
Strongest force on any atom ... 3.04 eV Å⁻¹

***

2.
Here is a molecular structure, C14H20BN3Pb at a distorted geometry from the Open Molecules 2025 dataset. Energies are from wB97M-V/def2-TZVPD.

Geometry as ORCA input:
```
! RIJCOSX wB97M-V def2-TZVPD def2/J DEFGRID3
* xyz 0 1
H -5.160 -2.335 1.161
H 5.089 -3.529 -0.990
C -3.015 -2.452 1.553
H 3.082 3.995 1.904
H -1.797 3.774 -3.367
N -1.617 -0.965 0.296
C -2.055 2.913 -2.753
C -2.534 0.737 -1.154
H 4.150 -0.600 -0.712
C -4.171 -1.948 0.947
H 1.289 -2.528 1.513
H -4.870 -0.471 -0.490
H 2.260 3.278 3.564
N 1.204 1.480 0.983
C -1.032 2.215 -2.095
H 3.484 -3.092 -0.407
H 5.822 -1.137 -0.882
C -1.779 -1.928 1.215
H 4.882 -2.786 0.609
H 4.636 -1.467 -2.163
H -3.059 -3.270 2.279
H 0.004 2.521 -2.171
C -2.736 -0.412 -0.240
C 1.513 2.416 1.613
N -1.259 1.125 -1.338
H 1.239 4.535 2.415
H 2.509 -1.233 1.815
C 4.776 -1.414 -1.075
H -0.872 -2.282 1.693
H -4.616 0.939 -1.679
Pb 1.009 -0.341 -0.411
C -3.370 2.461 -2.623
H -4.199 2.937 -3.144
H 0.826 -0.997 2.368
C -4.024 -0.908 0.039
C -3.623 1.358 -1.810
B 2.038 3.615 2.413
C 1.449 -1.429 1.554
C 4.524 -2.772 -0.430
*
```

## Properties
LUMO ... -0.8 eV
Molecular weight ... 448.347 g/mol
Energy ... -927.38795 Ha
Relative energy (zero: lowest compared OMol25 entry of this formula, charge and spin) ... 0.00 kcal/mol
Strongest force on any atom ... 1.94 eV Å⁻¹

***

3.
Here is a molecular structure, C14H20Cl2O6STc at a distorted geometry from the Open Molecules 2025 dataset. Energies are from wB97M-V/def2-TZVPD.

Geometry as ORCA input:
```
! RIJCOSX wB97M-V def2-TZVPD def2/J DEFGRID3
* xyz 2 2
H 1.319 -2.945 0.542
H 3.304 -1.459 0.356
H -1.187 2.662 -1.011
H -0.083 -0.621 3.892
C 2.544 -1.255 1.099
Tc -0.514 -0.779 0.067
H -1.628 3.893 0.179
C 0.639 -0.785 3.101
S 1.467 -0.241 -2.690
H 0.181 2.186 3.049
O 0.847 -0.665 -1.311
H 0.792 3.530 2.051
O -2.790 1.969 1.899
C 2.748 -0.262 2.039
H -0.389 -2.509 2.306
H -0.299 -1.358 -3.840
Cl -0.930 -3.589 -2.313
C 0.570 1.242 -3.096
C 0.785 -1.344 -3.902
C 1.394 -2.056 1.160
C 1.795 -0.026 3.041
H -0.863 3.553 2.671
H 1.073 1.123 1.232
O -3.446 -3.525 0.228
C -2.412 -2.778 -1.791
C -0.078 2.911 2.276
C -0.577 2.226 1.022
Cl -2.318 -1.009 -2.093
C 0.433 -1.820 2.173
C -1.880 1.493 1.323
O -1.895 0.229 0.784
H 3.663 0.318 2.023
O 0.372 1.206 0.564
C -2.558 -2.938 -0.277
C -0.849 3.191 -0.117
H 0.054 3.757 -0.351
H 1.199 -2.335 -3.727
H 0.790 1.507 -4.132
H -0.496 1.060 -2.969
O -1.546 -2.318 0.362
H -3.262 -3.207 -2.307
H 1.127 -0.982 -4.874
H 0.918 2.036 -2.438
H 1.991 0.719 3.802
*
```

## Properties
LUMO (alpha / beta) ... -9.0 / -9.0 eV
Molecular weight ... 485.281 g/mol
Energy ... -2395.64255 Ha
Relative energy (zero: lowest compared OMol25 entry of this formula, charge and spin) ... 29.25 kcal/mol
Strongest force on any atom ... 1.19 eV Å⁻¹

***

4.
Here is C14H20ClN3O2 in the gas phase from the Open Molecules 2025 dataset. Energies are from wB97M-V/def2-TZVPD.

Geometry as ORCA input:
```
! RIJCOSX wB97M-V def2-TZVPD def2/J DEFGRID3
* xyz 0 1
H -1.882 1.645 0.067
C 0.180 0.258 0.254
C -3.713 -1.858 -1.573
H 1.739 0.968 2.544
O -0.189 -2.736 0.356
H 1.923 2.166 0.460
C 4.061 2.296 0.371
H -1.830 -1.426 -0.677
C -4.947 0.012 -2.419
N 1.530 -1.517 1.205
C -4.838 -1.350 -2.199
H 3.481 0.586 2.553
C -2.781 0.360 -1.390
C 1.447 -0.597 0.087
H 4.936 1.711 0.647
C 2.722 0.241 -0.067
H 1.321 -1.230 -0.800
H -1.629 2.156 -1.617
C -1.678 1.291 -0.949
H -5.819 0.426 -2.901
C -3.924 0.852 -2.013
H 4.102 2.492 -0.698
H -5.634 -2.007 -2.515
N -0.386 0.647 -0.905
C 0.538 -2.460 1.290
H -0.045 0.259 -1.771
C -2.696 -1.010 -1.172
C 2.727 1.311 2.248
H -0.259 -3.785 2.597
N 0.506 -3.145 2.471
H 2.827 0.498 -1.124
H 4.107 3.248 0.895
H 3.572 -0.391 0.202
O -0.258 0.551 1.347
H -3.620 -2.917 -1.391
H 1.869 -1.118 2.067
Cl -4.102 2.556 -2.292
H 0.937 -2.772 3.297
C 2.781 1.545 0.740
H 2.922 2.243 2.774
*
```

## Properties
LUMO ... 0.8 eV
Molecular weight ... 297.786 g/mol
Energy ... -1320.49498 Ha
Relative energy (zero: lowest compared OMol25 entry of this formula, charge and spin) ... 3.35 kcal/mol
Strongest force on any atom ... 0.54 eV Å⁻¹

***

5.
Here is a molecular structure, C14H20CuF3N4O2S2 from the Open Molecules 2025 dataset. Energies are from wB97M-V/def2-TZVPD.

Geometry as ORCA input:
```
! RIJCOSX wB97M-V def2-TZVPD def2/J DEFGRID3
* xyz 1 2
H 4.902 -0.499 -2.171
C -2.308 -2.120 -1.973
H -1.593 -2.926 -1.895
C 4.073 -1.163 -1.933
C -2.618 0.205 -1.976
H -1.339 -0.124 4.935
C 4.400 2.267 0.777
H 4.393 -0.927 0.228
S 2.591 0.484 -0.226
C -3.658 -2.343 -2.096
S -1.691 1.681 -1.880
H 3.270 -0.988 -2.647
H -0.897 2.384 2.387
C -0.524 -1.585 2.754
H 4.529 1.433 -1.237
F -6.200 0.873 -2.170
C 3.783 1.793 -0.531
C -4.918 1.236 -2.025
H 4.926 1.463 1.293
H -1.059 1.465 4.249
C -4.511 -1.242 -2.129
C -0.671 0.450 4.297
H -0.832 2.102 0.697
H -4.040 -3.351 -2.147
C -0.373 -1.641 1.238
H 3.190 2.564 -1.023
C -0.544 0.465 1.796
F -4.818 1.893 -0.856
H 0.346 -2.016 3.250
F -4.628 2.106 -3.002
C -4.003 0.039 -2.055
H 4.424 -2.186 -2.062
N -0.592 1.795 1.632
N -1.814 -0.875 -1.940
O -0.217 -2.633 0.568
N -0.399 -0.351 0.752
H 2.924 -1.804 -0.200
H 0.322 0.472 4.749
H -5.580 -1.385 -2.204
C 3.583 -0.989 -0.505
H 5.126 3.052 0.572
H 3.643 2.669 1.450
Cu -0.187 -0.029 -1.356
N -0.639 -0.151 2.979
O 1.642 0.560 -1.440
H -1.418 -2.121 3.076
*
```

## Properties
LUMO (alpha / beta) ... -2.3 / -4.4 eV
Molecular weight ... 461.014 g/mol
Energy ... -3651.29502 Ha
Strongest force on any atom ... 0.39 eV Å⁻¹

***

6.
Here is a molecular structure, C14H20CuF7N3O4S2 at a distorted geometry from the Open Molecules 2025 dataset. Energies are from wB97M-V/def2-TZVPD.

Geometry as ORCA input:
```
! RIJCOSX wB97M-V def2-TZVPD def2/J DEFGRID3
* xyz -1 1
F 3.029 3.223 -3.548
H -2.706 -2.485 -0.770
C -1.953 0.540 1.998
S 1.344 2.229 -1.763
C -3.215 0.751 2.547
H 1.806 -1.600 1.762
C -1.882 -3.134 1.557
C -1.761 -3.023 -0.832
C 0.215 -3.531 0.459
H 0.106 -4.610 0.222
C 2.545 -1.259 -1.476
S 0.150 4.394 -0.449
F 2.302 5.892 -0.037
C 1.265 -2.981 -0.505
H 0.896 -3.089 -1.526
N 1.685 -1.582 -0.336
C -2.866 0.482 -0.176
H 2.153 -3.628 -0.413
O 0.803 1.463 -2.845
H -3.363 0.869 3.615
O 1.537 1.536 -0.505
H 3.309 -2.101 0.934
N 0.823 3.703 -1.711
H -2.763 -2.493 1.523
F 2.398 4.002 1.011
F 1.071 5.554 1.717
O -0.607 3.514 0.379
C 1.575 4.975 0.618
O -0.425 5.637 -0.861
H -2.204 -4.191 1.599
H 2.976 -0.277 -1.334
H 3.361 -1.992 -1.572
H -5.016 0.746 -0.311
H -1.116 0.493 2.690
H -1.195 -2.591 -1.659
H -2.771 0.397 -1.256
Cu 0.105 -0.018 -0.084
H 0.591 -3.473 1.483
C -1.713 0.388 0.621
C -4.146 0.686 0.333
H 2.806 -0.388 0.959
N -1.048 -2.847 0.411
H 1.964 -1.247 -2.396
C -4.296 0.814 1.696
H -1.336 -2.901 2.473
F -5.545 1.006 2.217
C 3.082 2.636 -2.347
C 2.447 -1.415 0.901
F 3.687 3.466 -1.492
H -1.967 -4.087 -1.056
F 3.864 1.548 -2.467
*
```

## Properties
LUMO ... 2.7 eV
Molecular weight ... 554.997 g/mol
Energy ... -4146.64069 Ha
Relative energy (zero: lowest compared OMol25 entry of this formula, charge and spin) ... 4.01 kcal/mol
Strongest force on any atom ... 1.10 eV Å⁻¹